No. 1
# C4H9ClN2S

One molecule with the formula C4H9ClN2S (the ωB97M-V functional and the def2-TZVPD basis, the Open Molecules 2025 dataset).

```
17
C4H9ClN2S the ωB97M-V functional and the def2-TZVPD basis
C 0.67 -1.07 1.24
N 0.21 -0.82 -0.09
C 1.21 -0.72 -1.12
N -0.77 0.36 -0.12
C -0.18 1.67 0.03
C -2.08 0.20 -0.20
S -3.12 1.47 -0.19
Cl -2.63 -1.44 -0.32
H -0.18 -1.08 1.92
H 1.12 -2.07 1.24
H 1.42 -0.35 1.60
H 1.54 -1.74 -1.33
H 0.76 -0.32 -2.02
H 2.09 -0.12 -0.84
H -0.64 2.22 0.85
H 0.88 1.55 0.24
H -0.30 2.26 -0.88
```

## Properties
HOMO-LUMO gap	9.2	eV
SMILES	CN(C)N(C)C(=S)Cl
relative energy (zero: lowest compared OMol25 entry of this formula, charge and spin)	19.23	kcal per mole
energy	-1125.6434	Ha
E_LUMO	0.70	eV
HOMO level	-8.49	eV

=====

No. 2
# H18KrO9

H18KrO9 as an isolated structure (the ωB97M-V functional and the def2-TZVPD basis, the Open Molecules 2025 dataset).

```
28
H18KrO9 the ωB97M-V functional and the def2-TZVPD basis
Kr 3.74 9.71 11.58
O 2.99 11.32 7.74
H 2.61 10.74 8.40
H 3.92 11.11 7.74
O 6.15 10.30 13.94
H 6.73 9.89 13.30
H 6.00 11.18 13.61
O 4.19 6.68 13.03
H 4.15 7.24 13.80
H 5.08 6.79 12.70
O -0.21 10.98 11.74
H -0.90 10.46 12.14
H 0.29 11.33 12.47
O 1.29 12.01 13.88
H 1.52 11.26 14.43
H 2.09 12.53 13.84
O 1.73 9.69 15.40
H 2.53 9.20 15.22
H 1.03 9.13 15.06
O 0.82 9.96 9.21
H 0.49 10.61 8.59
H 0.41 10.19 10.05
O 7.66 9.35 12.04
H 8.59 9.12 12.09
H 7.47 9.35 11.10
O 4.58 8.24 15.13
H 5.16 8.89 14.75
H 5.06 7.90 15.89
```

## Properties
HOMO-LUMO gap	10.6	eV
relative energy (zero: lowest compared OMol25 entry of this formula, charge and spin)	0.00	kcal per mole
energy	-3441.5810	Ha
E_LUMO	-0.14	eV
HOMO level	-10.71	eV

=====

No. 3
# C7H10

One molecule with the formula C7H10 (the ωB97M-V functional and the def2-TZVPD basis, the Open Molecules 2025 dataset).

```
17
C7H10 the ωB97M-V functional and the def2-TZVPD basis
C -1.43 1.57 1.90
C -0.44 1.46 1.06
C 0.52 1.30 0.19
C 1.00 -0.08 -0.27
C 0.63 -1.18 0.72
C 0.40 -0.27 -1.65
C -0.51 -1.17 -2.00
H -2.46 1.49 1.55
H -1.28 1.73 2.97
H 0.94 2.16 -0.33
H 2.10 -0.05 -0.36
H 0.98 -2.15 0.36
H 1.08 -0.98 1.70
H -0.46 -1.21 0.86
H 0.72 0.48 -2.39
H -0.93 -1.18 -3.00
H -0.87 -1.93 -1.31
```

## Properties
HOMO-LUMO gap	10.4	eV
SMILES	C=C=C[C@@H](C)C=C
relative energy (zero: lowest compared OMol25 entry of this formula, charge and spin)	52.19	kcal per mole
energy	-272.6348	Ha
E_LUMO	1.06	eV
HOMO level	-9.31	eV

=====

No. 4
# H39O20

A 20-piece molecular cluster, H39O20 overall (the ωB97M-V functional and the def2-TZVPD basis, the Open Molecules 2025 dataset).

```
59
H39O20 the ωB97M-V functional and the def2-TZVPD basis
O -0.15 2.39 0.47
H 1.60 -4.17 -3.26
O 2.55 2.35 2.32
H 2.62 2.69 3.20
H 2.12 1.52 2.33
O -3.07 1.45 1.38
H -3.46 -1.85 0.20
H -2.63 1.48 2.24
O 3.08 2.90 -3.16
H 4.00 2.66 -2.97
H -0.53 -3.44 2.65
O -0.22 -2.78 1.96
H 0.06 3.06 1.12
H -2.39 0.85 1.02
O -1.47 3.45 3.24
H 0.08 1.55 0.95
H 2.97 3.81 -2.84
O -0.77 -2.96 -2.48
H -1.37 -3.68 -2.31
H 0.04 -3.12 -2.00
O -2.25 3.57 -1.34
H -0.82 3.84 2.68
H -0.85 -0.34 -3.77
O 0.32 -4.76 0.59
H 0.39 -4.75 -0.37
H -0.26 -3.93 0.75
O -5.81 -0.91 -1.18
H -5.87 0.00 -1.55
H -5.07 -1.10 -1.76
O 0.70 -0.02 1.41
H 3.44 4.64 1.61
H 0.20 -0.57 0.83
O 2.36 -4.08 -2.66
H 3.24 0.24 0.23
H -2.23 2.97 2.93
O 3.05 5.22 0.97
H 2.15 5.02 0.78
H -2.91 2.91 -1.25
O -3.56 -0.90 0.31
H -1.38 3.36 -1.02
H -4.26 -0.68 0.94
O 2.84 -3.88 2.66
H 2.02 -3.89 1.99
H 3.15 -3.03 2.38
O -1.06 -0.73 2.99
H -1.32 -0.78 3.91
H -0.87 -1.64 2.54
O 3.99 -0.35 0.23
H 0.42 -0.23 2.35
H 4.61 0.26 -0.15
O -1.26 -1.09 -4.16
H -1.08 -1.81 -3.49
H 1.98 -3.94 -1.77
O 1.09 -2.62 -0.61
H 1.10 -1.65 -0.46
H 1.60 -2.93 0.14
O -0.11 3.86 -3.90
H -1.03 3.55 -3.95
H 0.27 2.98 -3.89
```

## Properties
HOMO-LUMO gap	8.2	eV
relative energy (zero: lowest compared OMol25 entry of this formula, charge and spin)	120.01	kcal per mole
energy	-1528.1691	Ha
E_LUMO	2.03	eV
HOMO level	-6.17	eV
total charge	-1

=====

No. 5
# C26H58B2MgO13S4

C26H58B2MgO13S4 as an isolated structure (the ωB97M-V functional and the def2-TZVPD basis, the Open Molecules 2025 dataset).

```
104
C26H58B2MgO13S4 the ωB97M-V functional and the def2-TZVPD basis
Mg 10.25 9.85 -19.29
B 10.72 10.89 -17.66
H 11.64 10.37 -18.05
H 10.26 11.59 -18.41
H 10.00 10.04 -17.52
H 11.01 11.42 -16.68
B 8.47 10.10 -20.42
H 8.59 10.58 -19.41
H 7.48 9.52 -20.38
H 8.38 10.97 -21.17
H 9.39 9.53 -20.71
C 3.91 11.86 -22.51
C 5.40 12.06 -22.24
C 6.33 11.05 -22.89
O 7.35 11.87 -23.49
C 7.06 13.18 -23.27
O 7.81 14.06 -23.55
O 5.84 13.31 -22.78
H 3.76 11.52 -23.54
H 3.38 12.80 -22.41
H 3.50 11.10 -21.85
H 5.53 12.23 -21.17
H 5.85 10.40 -23.61
H 6.71 10.42 -22.09
C 8.75 13.81 -20.16
C 7.62 14.70 -19.68
O 6.58 14.24 -19.29
C 7.96 16.19 -19.46
H 8.86 13.86 -21.24
H 8.57 12.80 -19.79
H 9.65 14.20 -19.69
H 7.12 16.60 -18.91
H 8.07 16.67 -20.44
H 8.92 16.34 -18.97
C 3.46 11.25 -17.35
C 4.75 10.48 -17.47
O 5.09 9.59 -16.73
C 5.52 10.76 -18.76
H 2.82 10.62 -17.98
H 3.60 12.27 -17.71
H 3.02 11.20 -16.35
H 6.41 10.15 -18.65
H 5.78 11.81 -18.83
H 4.92 10.46 -19.63
C 12.34 5.18 -20.43
C 12.67 5.64 -18.99
C 13.56 6.87 -19.08
S 12.89 7.84 -20.46
O 14.00 8.45 -21.17
O 11.76 8.62 -19.96
C 12.24 6.37 -21.35
H 11.48 4.52 -20.50
H 13.16 4.54 -20.78
H 13.22 4.85 -18.48
H 11.75 5.79 -18.42
H 14.52 6.54 -19.49
H 13.80 7.52 -18.25
H 12.95 6.25 -22.17
H 11.25 6.64 -21.72
C 13.11 11.31 -23.71
C 11.82 10.50 -23.86
C 10.76 11.36 -23.19
S 11.50 12.04 -21.69
O 11.20 11.13 -20.59
O 11.33 13.46 -21.64
C 13.22 11.71 -22.23
H 13.09 12.12 -24.45
H 13.97 10.69 -23.96
H 11.96 9.52 -23.39
H 11.55 10.26 -24.89
H 9.78 10.95 -22.95
H 10.50 12.26 -23.76
H 13.67 10.89 -21.68
H 13.85 12.58 -22.05
C 7.31 7.97 -23.77
C 7.32 8.44 -25.26
C 8.73 8.22 -25.82
S 9.45 6.84 -24.84
O 10.64 7.31 -24.17
O 9.50 5.67 -25.68
C 8.12 6.68 -23.66
H 6.29 7.88 -23.38
H 7.79 8.76 -23.20
H 7.03 9.48 -25.13
H 6.50 7.94 -25.78
H 9.40 9.05 -25.58
H 8.82 7.99 -26.87
H 8.54 6.55 -22.66
H 7.53 5.80 -23.91
C 6.77 6.67 -17.17
C 7.66 5.47 -16.84
C 9.07 5.88 -17.21
S 8.92 6.76 -18.78
O 9.08 5.92 -19.96
O 9.57 8.05 -18.67
C 7.13 7.03 -18.62
H 7.03 7.58 -16.63
H 5.74 6.36 -17.04
H 7.44 4.54 -17.38
H 7.67 5.20 -15.79
H 9.78 5.06 -17.31
H 9.45 6.59 -16.48
H 6.71 6.40 -19.41
H 6.92 8.05 -18.95
```

## Properties
HOMO-LUMO gap	9.0	eV
relative energy (zero: lowest compared OMol25 entry of this formula, charge and spin)	42.80	kcal per mole
energy	-3846.0583	Ha
E_LUMO	0.10	eV
HOMO level	-8.89	eV

=====

No. 6
# C30H27Br2IrN4OS2

C30H27Br2IrN4OS2 as an isolated structure (the ωB97M-V functional and the def2-TZVPD basis, the Open Molecules 2025 dataset).

```
67
C30H27Br2IrN4OS2 the ωB97M-V functional and the def2-TZVPD basis
Ir -1.16 0.32 -0.28
C 1.54 1.71 -2.02
N 2.06 0.46 -2.55
C 3.07 -0.35 -1.88
C 2.60 -1.56 -1.07
N 2.06 -1.25 0.27
C 3.14 -0.84 1.15
C 1.24 -2.31 0.77
C 1.61 -3.07 1.88
C 0.82 -4.11 2.36
C -0.36 -4.43 1.71
C -0.75 -3.69 0.61
C 0.02 -2.63 0.14
S -0.59 -1.70 -1.24
C 1.20 -0.07 -3.51
C 1.50 -1.05 -4.45
C 0.51 -1.47 -5.32
C -0.78 -0.95 -5.27
C -1.09 0.01 -4.32
C -0.10 0.43 -3.46
S -0.29 1.50 -2.06
H 1.86 1.95 -1.01
H 1.40 0.85 0.80
H 1.76 2.55 -2.68
H 3.68 0.32 -1.28
H 3.75 -0.73 -2.65
H 3.44 -2.25 -0.96
H 1.83 -2.07 -1.65
H 3.93 -1.61 1.24
H 2.76 -0.62 2.15
H 3.62 0.06 0.77
H 2.55 -2.87 2.39
H 1.15 -4.68 3.22
H -0.98 -5.25 2.06
H -1.67 -3.91 0.10
H 2.50 -1.46 -4.51
H 0.74 -2.23 -6.06
H -1.53 -1.30 -5.96
H -2.09 0.41 -4.25
Br 3.15 2.60 1.83
C 1.43 3.32 1.60
C 1.21 4.70 1.83
C -0.05 5.22 1.69
Br -0.31 7.05 2.05
C -1.13 4.41 1.25
C -2.46 4.86 1.05
C -3.40 3.99 0.59
C -3.03 2.66 0.30
N -1.81 2.22 0.48
C -0.87 3.06 0.98
C 0.41 2.51 1.20
O 0.50 1.15 1.04
H 2.03 5.32 2.14
H -2.70 5.89 1.26
H -4.43 4.30 0.43
H -3.75 1.96 -0.11
C -3.19 -2.21 3.34
C -3.87 -2.01 2.15
C -3.27 -1.25 1.16
N -2.06 -0.70 1.32
C -1.41 -0.90 2.47
C -1.94 -1.65 3.50
H -3.63 -2.81 4.13
H -4.85 -2.44 1.98
H -3.75 -1.10 0.21
H -0.43 -0.45 2.55
H -1.37 -1.79 4.41
```

## Properties
HOMO-LUMO gap (spin up / spin down)	6.5 / 6.5	eV
relative energy (zero: lowest compared OMol25 entry of this formula, charge and spin)	5.05	kcal per mole
energy	-7502.2459	Ha
multiplicity	2
E_LUMO (spin up / spin down)	-3.39 / -3.39	eV
HOMO level (spin up / spin down)	-9.90 / -9.91	eV
⟨S²⟩	0.754
total charge	+1

=====

Q: Which value of energy does entry 4 give?
A: -1528.1691 Ha